No. 1
Molecular formula: Ca5Hg2O16P4
Method: DFT, ωB97M-V/def2-TZVPD

highest occupied orbital energy	-11.8	eV

ORCA input file:
```
! wB97M-V def2-TZVPD RIJCOSX def2/J DEFGRID3
* xyz 2 1
Hg -5.647 18.686 18.163
Hg -11.163 17.412 15.559
Ca -10.369 16.563 19.939
Ca -9.281 13.634 18.180
Ca -6.171 15.033 18.229
Ca -8.694 14.027 14.349
Ca -6.932 17.891 14.530
P -11.682 14.393 16.750
O -10.407 13.872 16.051
O -12.278 15.658 16.198
O -11.360 14.346 18.248
O -12.897 13.472 16.463
P -5.486 12.484 15.322
O -4.259 12.885 14.499
O -5.226 12.769 16.798
O -5.759 10.974 15.286
O -6.667 13.269 14.777
P -8.396 16.312 16.544
O -7.044 17.023 16.913
O -9.483 16.319 17.669
O -7.959 14.902 16.720
O -8.879 16.592 15.168
P -7.491 15.173 12.017
O -6.451 14.061 12.021
O -8.955 14.874 12.301
O -7.305 15.581 10.545
O -6.922 15.853 13.313
*
```

---

No. 2
Molecular formula: C4H4O4
Method: DFT, ωB97M-V/def2-TZVPD

energy relative to the best compared isomer or geometry (same formula, charge and spin)	52.6	kcal per mole
highest occupied orbital energy	-10.6	eV
SMILES	O=CCOC(=O)C=O

ORCA input file:
```
! wB97M-V def2-TZVPD RIJCOSX def2/J DEFGRID3
* xyz 0 1
O 3.342 -0.377 0.047
C 2.211 -0.626 -0.059
C 1.156 0.398 0.065
O -0.113 -0.308 -0.006
C -1.201 0.437 -0.022
O -1.132 1.643 0.062
C -2.440 -0.298 -0.076
O -2.512 -1.487 0.138
H 1.648 -1.620 -0.199
H 1.190 0.915 1.032
H 1.279 1.181 -0.683
H -3.428 0.144 -0.299
*
```

---

No. 3
Molecular formula: C5H10NO2
Method: DFT, ωB97M-V/def2-TZVPD

energy relative to the best compared isomer or geometry (same formula, charge and spin)	11.0	kcal per mole
highest occupied orbital energy (spin up / spin down)	-9.5 / -9.5	eV
⟨S²⟩	0.7550

ORCA input file:
```
! wB97M-V def2-TZVPD RIJCOSX def2/J DEFGRID3
* xyz 0 2
C -2.769 -0.698 0.139
C -1.520 0.168 0.330
N -0.307 -0.304 0.008
C 1.138 1.395 -0.852
C 0.920 0.435 0.292
C 2.067 -0.808 0.276
O 1.668 -1.949 -0.268
O -1.678 1.316 0.742
H -3.074 -1.068 1.124
H -3.568 -0.079 -0.261
H -2.557 -1.558 -0.500
H -0.130 -1.302 -0.140
H 1.485 0.875 -1.747
H 0.241 1.979 -1.059
H 1.916 2.113 -0.568
H 0.901 0.834 1.303
H 2.269 -0.902 1.372
H 3.000 -0.446 -0.189
*
```

---

No. 4
Molecular formula: C3H5NO2
Method: DFT, ωB97M-V/def2-TZVPD

energy relative to the best compared isomer or geometry (same formula, charge and spin)	194.7	kcal per mole
highest occupied orbital energy (spin up / spin down)	-7.9 / -8.5	eV

ORCA input file:
```
! wB97M-V def2-TZVPD RIJCOSX def2/J DEFGRID3
* xyz 0 1
C -1.128 1.045 -1.538
N 0.874 0.125 -0.960
O 0.012 1.098 -0.950
O 1.983 0.578 -0.220
C -0.685 -1.177 1.397
C 0.152 -1.189 2.246
H 2.503 -0.224 -0.067
H -1.713 1.937 -1.477
H -1.457 0.173 -2.076
H -1.399 -1.191 0.616
H 0.859 -1.175 3.028
*
```